1.
Below is a molecular structure, C31H40Cl2NOP3Pd, with properties calculated with ωB97M-V/def2-TZVPD.

Each line ends with the Mulliken spin population.
Element x y z (Å)
P: 1.308 1.344 -1.826  0.41
C: 3.036 1.482 -1.839  0.08
C: 3.645 0.920 -2.969  0.09
H: 3.053 0.268 -3.627  0.00
C: 4.958 1.224 -3.254  -0.03
H: 5.427 0.826 -4.161  0.00
C: 5.695 2.062 -2.385  0.07
H: 6.720 2.313 -2.626  0.00
C: 5.092 2.563 -1.215  -0.01
H: 5.681 3.205 -0.541  0.00
C: 3.778 2.262 -0.915  0.06
H: 3.291 2.613 -0.003  0.01
C: 0.680 -0.130 -2.512  0.04
C: 1.255 -1.401 -2.249  0.07
H: 2.110 -1.483 -1.585  0.01
C: 0.706 -2.526 -2.856  -0.04
H: 1.137 -3.508 -2.659  0.00
C: -0.374 -2.392 -3.740  0.09
H: -0.775 -3.276 -4.242  0.00
C: -0.927 -1.135 -3.993  -0.03
H: -1.758 -1.029 -4.706  0.00
C: -0.435 -0.013 -3.366  0.09
H: -0.863 0.982 -3.554  0.00
C: 0.347 2.786 -1.938  0.01
C: 0.672 3.475 -3.123  0.05
H: 1.467 3.082 -3.764  0.00
C: -0.028 4.623 -3.457  0.00
H: 0.207 5.136 -4.391  0.00
C: -1.027 5.107 -2.594  0.01
H: -1.576 6.013 -2.871  0.00
C: -1.309 4.443 -1.397  0.01
H: -2.088 4.847 -0.722  0.00
C: -0.625 3.292 -1.051  0.02
H: -0.791 2.787 -0.087  0.00
Pd: 0.182 -0.276 2.965  0.59
C: -1.703 -1.085 2.337  0.44
C: -2.219 -1.255 1.062  0.07
H: -2.172 -1.362 3.245  0.02
C: -1.351 -0.589 -0.051  -0.07
O: -2.285 0.385 -0.663  0.03
H: -1.730 1.023 -1.128  0.00
C: -0.114 0.055 0.382  0.77
H: -1.239 -1.395 -0.862  -0.01
C: 0.647 0.504 1.338  -0.11
Cl: -0.229 -1.120 4.873  0.44
Cl: 2.585 0.528 3.679  0.50
P: 1.487 -2.203 2.782  0.18
C: 2.369 -2.650 4.305  0.01
H: 1.639 -2.915 5.076  0.00
H: 2.933 -1.766 4.631  0.00
H: 3.040 -3.484 4.082  0.00
C: 0.422 -3.607 2.402  0.01
H: -0.048 -3.466 1.423  0.00
H: -0.357 -3.687 3.167  0.00
H: 1.042 -4.511 2.390  0.00
C: 2.739 -2.194 1.489  0.01
H: 3.306 -1.259 1.558  0.00
H: 2.267 -2.280 0.505  0.00
H: 3.398 -3.054 1.667  0.01
P: -3.805 -2.050 0.649  0.01
C: -4.331 -3.068 2.013  0.01
C: -3.419 -3.002 -0.822  0.00
H: -4.422 -2.457 2.920  0.00
H: -3.605 -3.875 2.182  0.00
H: -5.307 -3.496 1.747  0.00
H: -3.056 -2.348 -1.626  0.00
H: -4.332 -3.515 -1.153  0.00
H: -2.645 -3.746 -0.588  0.00
C: -4.946 -0.727 0.266  0.00
H: -5.132 -0.138 1.173  0.00
H: -5.884 -1.161 -0.101  0.00
H: -4.484 -0.080 -0.490  0.00
H: 1.493 1.203 1.464  0.03
C: -1.610 3.599 4.572  0.00
C: -1.016 2.518 3.816  0.01
N: -0.530 1.635 3.272  0.06
H: -2.615 3.311 4.903  0.00
H: -1.670 4.481 3.926  0.00
H: -0.983 3.818 5.444  0.00

## Properties
<S²>: 6.053
Highest occupied orbital energy (spin up / spin down) in Ha: -0.4185 / -0.5101
2S+1: 5
Total charge: +2


2.
Below is a molecular structure, C31H40ClN4O8Zr, with properties calculated with ωB97M-V/def2-TZVPD.

Each line ends with the Löwdin charge.
Element x y z (Å)
Zr: -0.347 0.251 -0.447  1.96
C: -3.496 -2.352 -1.101  -0.03
C: -2.146 -2.689 -0.513  -0.20
C: -1.205 -3.367 -1.312  -0.19
C: -1.647 -3.824 -2.682  -0.03
C: 0.063 -3.682 -0.803  -0.18
C: 1.078 -4.454 -1.613  -0.04
C: 0.395 -3.310 0.510  -0.19
C: 1.724 -3.705 1.107  -0.02
C: -0.552 -2.671 1.319  -0.21
C: -0.271 -2.434 2.782  -0.03
C: -1.837 -2.391 0.821  -0.21
C: -2.898 -1.981 1.807  -0.03
H: -4.175 -3.208 -1.083  0.10
H: -3.396 -2.045 -2.142  0.08
H: -3.985 -1.536 -0.573  0.06
H: -1.513 -3.043 -3.435  0.09
H: -2.702 -4.091 -2.678  0.08
H: -1.105 -4.701 -3.016  0.08
H: 1.209 -5.463 -1.216  0.10
H: 2.053 -3.965 -1.588  0.08
H: 0.805 -4.538 -2.655  0.06
H: 1.583 -4.442 1.901  0.10
H: 2.234 -2.856 1.560  0.06
H: 2.398 -4.142 0.377  0.07
H: 0.791 -2.438 3.004  0.07
H: -0.733 -3.213 3.395  0.11
H: -0.678 -1.484 3.122  0.06
H: -3.072 -2.802 2.507  0.11
H: -3.848 -1.752 1.339  0.06
H: -2.594 -1.118 2.400  0.06
O: 3.480 2.603 -0.400  0.04
C: 3.238 3.409 -1.464  -0.24
C: 4.294 4.187 -1.925  0.00
C: 4.116 5.032 -2.999  -0.06
C: 2.880 5.116 -3.640  -0.07
C: 1.834 4.346 -3.186  -0.02
C: 1.989 3.482 -2.093  -0.08
C: 0.837 2.686 -1.661  -0.37
O: 0.987 1.823 -0.642  -0.23
N: -0.310 2.787 -2.245  0.12
N: -1.201 1.950 -1.601  -0.13
C: -2.442 2.087 -1.924  -0.02
C: -3.529 1.561 -1.148  -0.14
C: -4.844 1.848 -1.552  -0.02
C: -5.903 1.638 -0.704  -0.06
C: -5.652 1.192 0.596  -0.04
C: -4.370 0.901 1.017  -0.02
C: -3.298 1.023 0.134  -0.31
O: -2.062 0.674 0.511  -0.25
H: 2.658 2.103 -0.231  0.06
H: 5.247 4.108 -1.420  0.12
H: 4.947 5.631 -3.347  0.11
H: 2.744 5.776 -4.484  0.11
H: 0.867 4.393 -3.667  0.11
H: -2.673 2.738 -2.765  0.15
H: -5.005 2.263 -2.539  0.12
H: -6.912 1.856 -1.021  0.11
H: -6.475 1.074 1.289  0.12
H: -4.182 0.555 2.023  0.11
O: 1.491 0.219 -3.510  -0.21
Cl: 0.918 -0.865 -2.817  0.75
O: 1.029 -2.097 -3.475  -0.21
O: -0.530 -0.551 -2.534  -0.42
O: 1.438 -0.914 -1.435  -0.41
C: 3.862 1.494 2.534  -0.02
N: 2.927 0.553 1.919  -0.09
C: 3.506 -0.385 0.960  0.00
C: 1.607 0.624 2.111  -0.44
O: 0.800 0.050 1.295  -0.17
N: 1.108 1.276 3.175  -0.11
C: 1.741 1.205 4.491  -0.02
C: -0.292 1.685 3.153  -0.01
H: 4.588 1.774 1.775  0.09
H: 4.384 1.063 3.389  0.10
H: 3.330 2.390 2.841  0.10
H: 4.227 -1.021 1.475  0.11
H: 4.016 0.164 0.168  0.10
H: 2.729 -1.000 0.521  0.06
H: 2.554 0.485 4.479  0.09
H: 0.998 0.860 5.211  0.10
H: 2.120 2.174 4.813  0.10
H: -0.547 2.119 2.187  0.09
H: -0.432 2.448 3.916  0.10
H: -0.966 0.850 3.354  0.09

## Properties
Highest occupied orbital energy in Ha: -0.3929
Total charge: +1


3.
Below is 7 unconnected molecules or ions with the total composition C31H40F7N2O19S, with properties calculated with ωB97M-V/def2-TZVPD.

Each line ends with the Löwdin charge.
Element x y z (Å)
C: -4.593 2.677 1.247  -0.15
C: -6.017 3.340 0.750  -0.24
C: -6.828 2.104 -0.037  -0.37
C: -7.767 1.425 1.164  -0.13
C: -7.744 2.746 -1.272  -0.30
C: -9.044 1.761 -1.604  -0.25
C: -8.659 0.194 -1.857  -0.16
F: -9.808 -0.474 -2.573  -0.20
C: -6.910 2.797 -2.683  -0.26
C: -5.314 3.129 -2.550  -0.23
C: -4.489 3.131 -3.983  -0.24
C: -2.899 3.445 -3.567  -0.45
S: -1.762 1.963 -3.962  0.82
C: -2.111 0.616 -2.696  -0.42
N: -1.185 -0.244 -1.856  -0.08
N: -1.783 -1.175 -0.992  -0.01
C: -3.266 -0.912 -1.245  -0.03
O: -3.449 0.133 -2.277  -0.13
H: -3.639 3.203 0.790  0.05
H: -4.567 2.737 2.426  0.06
H: -4.546 1.512 0.992  0.07
H: -5.869 4.225 -0.032  0.08
H: -6.656 3.741 1.650  0.10
H: -6.096 1.334 -0.532  0.09
H: -8.866 1.822 1.175  0.07
H: -7.283 1.701 2.219  0.07
H: -7.654 0.267 1.052  0.05
H: -9.475 2.171 -2.639  0.10
H: -9.906 1.926 -0.820  0.08
H: -8.600 -0.361 -0.807  0.10
H: -7.646 0.001 -2.408  0.11
H: -7.012 1.852 -3.364  0.08
H: -7.385 3.695 -3.310  0.10
H: -5.228 4.238 -2.129  0.11
H: -4.712 2.432 -1.826  0.09
H: -4.903 3.957 -4.716  0.11
H: -4.456 2.052 -4.492  0.10
H: -2.855 3.685 -2.398  0.07
H: -2.506 4.424 -4.104  0.09
H: -4.177 -1.453 -0.713  0.15
C: 1.315 -1.965 -3.320  -0.08
C: 1.183 -1.386 -4.687  -0.32
O: 1.634 -2.423 -5.528  0.14
C: 1.344 -3.574 -4.859  -0.50
O: 1.331 -4.680 -5.374  0.13
O: 1.062 -3.338 -3.542  0.08
F: 2.004 -0.324 -4.842  0.08
H: 2.320 -1.844 -2.903  0.12
H: 0.591 -1.542 -2.617  0.11
H: 0.159 -1.109 -4.960  0.17
C: 3.613 -3.234 -0.037  -0.06
C: 4.112 -2.272 0.987  -0.32
O: 4.841 -1.333 0.230  0.14
C: 4.243 -1.324 -0.994  -0.50
O: 4.410 -0.451 -1.830  0.15
O: 3.426 -2.407 -1.168  0.05
F: 4.961 -2.880 1.846  0.07
H: 4.342 -4.015 -0.275  0.15
H: 2.674 -3.709 0.261  0.15
H: 3.321 -1.760 1.545  0.18
C: 8.689 -2.817 3.487  -0.07
C: 7.852 -4.049 3.532  -0.33
O: 7.841 -4.391 4.899  0.14
C: 7.978 -3.208 5.561  -0.48
O: 7.741 -3.056 6.748  0.14
O: 8.406 -2.208 4.731  0.08
F: 8.438 -5.056 2.846  0.09
H: 9.760 -3.035 3.424  0.15
H: 8.416 -2.159 2.657  0.15
H: 6.824 -3.907 3.180  0.16
C: 5.959 -4.043 9.195  -0.08
C: 5.429 -5.040 8.221  -0.34
O: 4.414 -5.700 8.944  0.14
C: 3.954 -4.775 9.833  -0.50
O: 2.901 -4.875 10.441  0.14
O: 4.812 -3.716 9.953  0.07
F: 6.378 -5.946 7.895  0.08
H: 6.724 -4.462 9.856  0.15
H: 6.368 -3.157 8.702  0.12
H: 5.006 -4.599 7.312  0.18
C: -2.581 7.499 1.477  -0.08
C: -4.032 7.165 1.396  -0.33
O: -4.120 6.360 0.242  0.14
C: -2.909 5.743 0.147  -0.49
O: -2.691 4.769 -0.555  0.11
O: -1.970 6.343 0.939  0.08
F: -4.773 8.278 1.196  0.08
H: -2.312 8.368 0.869  0.15
H: -2.252 7.674 2.505  0.14
H: -4.414 6.612 2.261  0.18
C: 6.708 -1.405 -5.202  -0.07
C: 8.146 -1.690 -4.933  -0.33
O: 8.144 -2.174 -3.610  0.14
C: 6.925 -2.761 -3.449  -0.50
O: 6.648 -3.527 -2.540  0.14
O: 6.051 -2.392 -4.434  0.08
F: 8.878 -0.554 -4.970  0.08
H: 6.401 -0.412 -4.856  0.15
H: 6.456 -1.500 -6.262  0.15
H: 8.587 -2.440 -5.599  0.18

## Properties
Highest occupied orbital energy in Ha: -0.0746
Total charge: -1
Relative energy (zero: lowest compared OMol25 entry of this formula, charge and spin) in kJ/mol: 930.14